Record 1
Formula: C3H9N5
Source: OMol25
Level of theory: wB97M-V/def2-TZVPD

Cartesian coordinates (Å):
H 1.76983 -0.57452 0.31713
N 1.24338 -0.39758 -0.59803
C 0.13822 0.12383 -0.22889
N -0.89442 0.35544 -1.04256
N -1.00721 0.21299 -2.50650
C -0.06278 -0.00567 -3.29797
N -0.05723 0.31446 1.10366
C 0.97597 -0.35696 1.91829
N -1.24483 0.64788 1.75834
H -1.93181 0.59010 -0.72599
H -0.73146 -0.29356 -4.30259
H 1.02052 -0.12121 -3.24885
H 0.61074 -0.57302 3.11820
H 1.83996 0.18327 1.79303
H 1.26634 -1.45010 1.52742
H -1.06244 1.46667 2.29997
H -1.87280 -0.12204 2.11535

Charge = 0
Kohn-Sham gap = 0.3415 hartree
Highest occupied orbital energy = -8.551 eV
SMILES = [H]/N=C(/NN=C)N(C)N
E_tot = -10702.328 eV

Atom charges from the Mulliken analysis, given in e for atoms 1 to 8:
1 H 0.23
2 N -0.73
3 C 0.70
4 N 0.03
5 N -0.70
6 C -0.26
7 N 0.23
8 C -1.20



Record 2
Formula: C3H9N5
Source: OMol25
Level of theory: wB97M-V/def2-TZVPD

Cartesian coordinates (Å):
H 2.32347 2.21197 -0.76993
N 2.25016 1.25984 -0.34830
C 1.09378 0.70487 -0.51521
N 0.90624 -0.58881 -0.03117
N 2.06157 -1.22072 0.50651
C -0.16145 -1.43675 -0.36140
N -1.34492 -1.08020 -0.68389
N -1.77643 0.24783 -0.60166
C -1.97797 0.65701 0.78444
H 0.12299 1.05392 -0.86818
H 2.51474 -0.52246 1.08586
H 2.67648 -1.28951 -0.29677
H 0.07457 -2.48847 -0.35813
H -2.70156 0.23056 -1.05210
H -2.83064 0.12131 1.23012
H -1.07910 0.39528 1.34966
H -2.15195 1.74435 0.93014

Charge = 0
Kohn-Sham gap = 0.3421 hartree
Highest occupied orbital energy = -8.326 eV
SMILES = [H]/N=C/N(N)/C=N\NC
E_tot = -10704.853 eV

Atom charges from the Mulliken analysis, given in e for atoms 1 to 8:
1 H 0.24
2 N -0.68
3 C 0.00
4 N 0.24
5 N -0.84
6 C 0.06
7 N -0.65
8 N -0.25



Record 3
Formula: C3H9N5
Source: OMol25
Level of theory: wB97M-V/def2-TZVPD

Cartesian coordinates (Å):
H 1.89501 1.78537 -0.26618
N 0.90261 1.94223 -0.10293
C 0.24982 0.86207 0.08741
N -1.06890 0.99333 0.47131
C -2.19683 0.35508 -0.05245
N -2.16156 -0.79135 -0.63540
H -3.12348 -0.96357 -0.95961
N 0.75735 -0.43616 -0.03558
C 2.12750 -0.54738 -0.42008
N 0.23687 -1.49098 0.72411
H -1.27056 1.95765 0.73231
H -3.10758 0.96893 0.04556
H 2.79518 -0.22545 0.39567
H 2.35500 -1.62743 -0.55760
H 2.28650 0.09843 -1.29494
H -0.62361 -1.76013 0.23101
H -0.05331 -1.12066 1.63739

Charge = 0
Kohn-Sham gap = 0.3480 hartree
Highest occupied orbital energy = -8.677 eV
SMILES = [H]/N=C(/N/C=N/[H])N(C)N
E_tot = -10706.326 eV

Atom charges from the Mulliken analysis, given in e for atoms 1 to 8:
1 H 0.27
2 N -0.78
3 C 0.39
4 N -0.20
5 C -0.09
6 N -0.59
7 H 0.25
8 N 0.39



Record 4
Formula: C3H9N5P4
Source: OMol25
Level of theory: wB97M-V/def2-TZVPD

Cartesian coordinates (Å):
C 1.52881 0.43274 1.94448
C -0.43236 -0.29607 -2.32752
C 2.24867 -0.40625 0.91178
N -3.15254 -1.23611 0.43078
N -3.08767 1.26502 -0.11874
N -0.58363 -1.53515 0.19870
N -0.47015 1.88304 -0.29964
N 1.72223 -0.28146 -0.48495
P -3.54357 -0.16059 -0.64605
P -1.89950 2.31662 0.19063
P -1.94134 -2.17541 0.81022
P 0.08536 -0.25759 -0.58302
H 1.79672 1.45497 1.82254
H 0.50124 0.39527 1.77871
H 1.92909 0.18303 2.90537
H -0.78774 -1.22059 -2.70143
H -1.45399 0.23308 -2.18565
H 0.15794 0.36086 -2.98942
H 3.29999 -0.34192 0.80763
H 2.06395 -1.30370 1.37275
H 2.01850 0.69020 -0.83718

Charge = 0
Kohn-Sham gap = 0.2977 hartree
Highest occupied orbital energy = -8.776 eV
E_tot = -47861.464 eV

Atom charges from the Mulliken analysis, given in e for atoms 1 to 8:
1 C -0.92
2 C -0.76
3 C -0.69
4 N -0.06
5 N -0.06
6 N -0.11
7 N -0.27
8 N -0.28



Record 5
Formula: C3H9NO
Source: OMol25
Level of theory: wB97M-V/def2-TZVPD

Cartesian coordinates (Å):
C 1.16209 0.68749 -0.29499
C -0.19668 0.05491 -0.70241
C -0.58693 -1.20183 -0.60366
N -1.14508 1.09856 -1.04000
H 1.53361 0.10979 0.41450
H 0.93925 1.61923 0.06105
H 1.90016 0.58361 -1.10067
H -1.70280 -1.48973 -0.89096
H -0.07731 -1.96371 -0.35942
H -0.79590 1.69110 -1.77736
H -2.02707 0.76045 -1.49853
H 0.81511 -0.03862 2.92600
H 0.01437 -1.21732 2.10812
O 0.16719 -0.69392 2.75835

Charge = -1
Kohn-Sham gap (alpha / beta) = 0.1134 / 0.3433 hartree
Highest occupied orbital energy (alpha / beta) = 1.350 / -5.069 eV
E_tot = -6790.791 eV
⟨S²⟩ = 0.750
Multiplicity = 2

Atom charges from the Mulliken analysis, given in e for atoms 1 to 8:
1 C -3.79
2 C 0.94
3 C -1.46
4 N -1.23
5 H 0.37
6 H 0.75
7 H 1.31
8 H -0.03



Record 6
Formula: C3H9NO
Source: OMol25
Level of theory: wB97M-V/def2-TZVPD

Cartesian coordinates (Å):
C 0.34633 -1.32877 -2.00450
C 0.43585 -1.41765 -3.41251
H 1.10137 -1.84628 -1.40435
H -0.48959 -0.91993 -1.43387
H 0.88141 -2.27271 -3.92575
H 0.25994 -0.57838 -4.07363
N -0.38112 0.33830 2.74525
C -0.08564 0.49356 1.32730
O -0.28452 1.84161 0.95539
H -0.33945 -0.63145 3.01648
H -1.28337 0.73850 2.94631
H 0.96361 0.22158 1.17939
H -0.70244 -0.10055 0.65066
H 0.56328 2.25042 0.73563

Charge = -1
Kohn-Sham gap (alpha / beta) = 0.1070 / 0.2161 hartree
Highest occupied orbital energy (alpha / beta) = 0.858 / -2.180 eV
E_tot = -6791.180 eV
⟨S²⟩ = 0.753
Multiplicity = 2

Atom charges from the Mulliken analysis, given in e for atoms 1 to 8:
1 C -0.68
2 C -0.69
3 H 0.25
4 H -0.06
5 H 0.20
6 H 0.13
7 N -0.57
8 C -0.30



Record 7
Formula: C3H9NO
Source: OMol25
Level of theory: wB97M-V/def2-TZVPD

Cartesian coordinates (Å):
C 1.49041 -2.53986 1.61498
C 0.15156 -2.44140 1.72411
H 1.93040 -3.50520 1.81168
H 2.04821 -1.62303 1.44106
H -0.31649 -3.41931 1.62020
H -0.38146 -1.63907 2.20450
N 0.01645 1.33668 -0.01323
C -0.43018 1.11630 -1.36975
O -1.10485 2.25351 -1.89659
H -0.59395 0.86158 0.62695
H 0.99557 1.40280 0.17753
H -1.21576 0.35885 -1.26177
H 0.29645 0.59683 -1.98627
H -1.15183 2.85750 -1.14356

Charge = 0
Kohn-Sham gap = 0.3910 hartree
Highest occupied orbital energy = -9.730 eV
SMILES = C=C.NCO
E_tot = -6792.318 eV

Atom charges from the Mulliken analysis, given in e for atoms 1 to 8:
1 C -0.45
2 C -0.49
3 H 0.23
4 H 0.23
5 H 0.22
6 H 0.27
7 N -0.51
8 C -0.19



Record 8
Formula: C3H9NO
Source: OMol25
Level of theory: wB97M-V/def2-TZVPD

Cartesian coordinates (Å):
C 1.50368 1.71831 0.05750
N 0.37709 0.79113 0.29238
C -0.13123 -0.33364 -0.52937
C -1.23526 -1.11529 0.23882
O -1.87871 -2.04875 -0.60152
H 2.39002 1.36217 -0.42795
H 1.06529 2.53804 -0.54527
H 1.82353 2.31232 0.91898
H 0.19812 0.68192 1.24360
H 0.52823 -1.21668 -0.79317
H -0.34642 0.11997 -1.53482
H -1.94440 -0.40450 0.64807
H -0.64170 -1.56247 1.07602
H -1.70823 -2.84253 -0.04326

Charge = 0
Kohn-Sham gap = 0.3383 hartree
Highest occupied orbital energy = -8.339 eV
SMILES = CNCCO
E_tot = -6792.860 eV

Atom charges from the Mulliken analysis, given in e for atoms 1 to 8:
1 C -0.92
2 N -0.23
3 C -0.33
4 C -0.62
5 O -0.48
6 H 0.30
7 H 0.28
8 H 0.32